Entry 1:
{
  "formula": "C5H9N2O",
  "method": "ωB97M-V with the def2-TZVPD basis set",
  "symbols": ["C", "C", "C", "C", "C", "N", "N", "O", "H", "H", "H", "H", "H", "H", "H", "H", "H"],
  "positions_angstrom": [[0.602793, -0.347838, -0.534198], [-1.551944, 0.858662, -0.153706], [-0.750091, -0.333549, -0.711088], [-1.814510, -0.413917, 0.494573], [-3.106828, -1.094541, 0.321104], [1.750603, -0.281420, -0.370829], [3.933923, 0.972669, 0.233903], [-1.723448, 1.963495, -0.380908], [-1.171545, -0.711230, -1.773442], [-1.361666, -0.453748, 1.494683], [-3.032102, -2.218596, 0.110524], [-3.739515, -0.890153, -0.509522], [-3.638936, -1.056273, 1.202044], [3.106417, 0.420651, -0.104794], [4.566595, 0.569913, 0.929154], [3.522332, 1.911772, 0.498048], [4.407928, 1.104102, -0.745540]],
  "forces_ev_per_angstrom": [[2.9, -0.1, 0.5], [0.4, -3.6, 0.3], [-3.4, -1.1, -2.6], [1.2, 1.1, -0.1], [0.4, -3.6, -1.6], [-1.6, -0.3, -0.4], [0.9, 2.5, -2.9], [-0.6, 3.8, -0.4], [1.1, 0.8, 2.6], [0.0, -0.3, -0.4], [0.7, 1.2, 0.7], [-0.3, 1.3, -0.7], [-1.4, 0.4, 1.9], [-0.6, -1.1, 0.9], [-0.3, 0.1, -0.2], [1.0, -1.3, 0.0], [-0.3, 0.0, 2.5]],
  "nbo_charge": [0.451, 0.666, -0.528, -0.260, -0.632, -0.491, -0.919, -0.395, 0.307, 0.267, 0.237, 0.243, 0.246, 0.457, 0.454, 0.447, 0.450],
  "energy_ha": -380.3366,
  "gap_ev": 9.47,
  "de_lowest_ev": 3.135,
  "lumo_energy_ha": -0.126,
  "total_charge": 1,
  "homo_ev": -12.91,
  "fmax_ev_per_a": 4.41
}


Entry 2:
{
  "formula": "C3H6N4S",
  "method": "ωB97M-V with the def2-TZVPD basis set",
  "symbols": ["N", "C", "C", "C", "S", "N", "N", "N", "H", "H", "H", "H", "H", "H"],
  "positions_angstrom": [[1.358095, -1.219466, 1.102770], [0.535109, -0.564596, 0.176445], [-0.015842, -1.065794, -0.957239], [-0.592310, -0.001902, -1.657342], [-1.311905, -0.110002, -3.112131], [-0.370996, 1.165058, -0.801501], [0.471725, 0.868073, 0.262856], [-0.328602, 1.169263, 1.446355], [0.979120, -1.054763, 2.125770], [1.252562, -2.258389, 1.026934], [-0.082599, -2.074048, -1.280103], [-0.377502, 2.066746, -1.252748], [-1.376384, 0.891069, 1.348964], [-0.140471, 2.188752, 1.570970]],
  "forces_ev_per_angstrom": [[-2.1, -0.9, 2.8], [1.7, -0.9, -0.2], [0.5, 0.3, 1.8], [0.3, 2.4, 0.9], [-0.3, 0.6, -0.4], [-1.3, -1.9, -3.8], [-2.4, -1.0, 0.7], [0.2, 0.6, 1.0], [1.2, 0.2, -2.5], [0.2, 1.3, -0.4], [0.1, -0.6, -0.1], [0.5, 0.1, 0.3], [2.5, 1.0, -0.3], [-1.0, -1.3, 0.2]],
  "nbo_charge": [-0.790, 0.389, -0.398, 0.042, -0.130, -0.481, -0.107, -0.698, 0.395, 0.381, 0.246, 0.408, 0.369, 0.374],
  "energy_ha": -735.0421,
  "gap_ev": 8.45,
  "de_lowest_ev": 2.822,
  "lumo_energy_ha": 0.007,
  "homo_ev": -8.26,
  "smiles": "Nc1cc(=S)[nH]n1N",
  "fmax_ev_per_a": 4.41
}


Entry 3:
{
  "formula": "C4H12",
  "method": "ωB97M-V with the def2-TZVPD basis set",
  "symbols": ["C", "C", "H", "H", "H", "H", "H", "H", "C", "C", "H", "H", "H", "H", "H", "H"],
  "positions_angstrom": [[1.237858, 0.395389, -1.282567], [1.198326, 1.867777, -1.664919], [0.460079, -0.243320, -1.557358], [1.904353, -0.382707, -1.756904], [1.336216, 0.469306, -0.081542], [0.737800, 2.084299, -2.660050], [0.591527, 2.470205, -0.970417], [2.192182, 2.216531, -1.604075], [-0.749776, -1.558277, 0.977255], [-1.648667, -0.745924, 1.891969], [-0.859991, -2.594244, 1.039513], [-1.298513, -1.341812, 0.075238], [0.264725, -1.316121, 1.080124], [-1.677073, -0.660056, 3.034337], [-2.691714, -0.825173, 1.681257], [-0.997331, 0.164127, 1.798140]],
  "forces_ev_per_angstrom": [[1.2, -0.3, 2.8], [-1.4, -0.3, -1.2], [-2.8, 0.0, 0.2], [1.1, 1.8, 0.6], [0.0, -1.1, -2.8], [0.7, -0.3, 0.5], [0.2, -0.5, 0.0], [1.1, 0.8, -0.2], [-2.5, -0.7, 0.7], [2.2, 1.8, 2.9], [0.0, -2.0, 0.5], [1.1, 0.3, -1.1], [1.2, 0.6, -0.4], [0.7, -1.6, -1.0], [-0.5, 0.8, -0.9], [-2.2, 0.7, -0.5]],
  "nbo_charge": [-0.625, -0.613, 0.210, 0.217, 0.195, 0.202, 0.206, 0.207, -0.602, -0.640, 0.192, 0.214, 0.207, 0.202, 0.211, 0.216],
  "energy_ha": -159.5047,
  "gap_ev": 11.59,
  "de_lowest_ev": 2.183,
  "lumo_energy_ha": 0.039,
  "homo_ev": -10.53,
  "smiles": "CC.CC",
  "fmax_ev_per_a": 4.07
}


Entry 4:
{
  "formula": "C3H10NS",
  "method": "ωB97M-V with the def2-TZVPD basis set",
  "symbols": ["C", "C", "C", "N", "S", "H", "H", "H", "H", "H", "H", "H", "H", "H", "H"],
  "positions_angstrom": [[0.852604, -1.165673, -0.457855], [0.075843, 1.099003, -0.978599], [-0.612555, 0.034316, 1.126928], [0.340255, 0.129018, 0.062683], [-0.622730, 1.659195, 1.960227], [0.040330, -1.912178, -0.628991], [1.416517, -0.836020, -1.390919], [1.705127, -1.575494, 0.148392], [-0.847959, 0.810849, -1.405015], [-0.086376, 1.961937, -0.481744], [0.960644, 0.972001, -1.723858], [-0.541855, -0.685590, 1.863019], [-2.039306, -0.471674, 0.419162], [1.058914, 0.548710, 0.611449], [-1.583237, 1.522920, 2.790072]],
  "forces_ev_per_angstrom": [[1.9, -0.5, -1.3], [1.5, -2.5, -2.8], [-6.6, 0.9, -1.7], [1.3, -1.7, 1.4], [1.4, 0.3, -1.7], [0.7, 0.8, 0.1], [-1.1, -1.1, 0.8], [-1.3, 0.3, 0.1], [-0.9, -0.3, -1.0], [0.0, 3.4, 0.8], [-1.8, 1.1, 1.3], [1.0, -1.9, 0.8], [3.7, 1.6, 1.8], [1.8, 0.3, 0.1], [-1.5, -0.7, 1.2]],
  "nbo_charge": [-0.435, -0.392, -0.284, -0.394, 0.013, 0.262, 0.238, 0.257, 0.235, 0.235, 0.243, 0.235, 0.184, 0.433, 0.171],
  "energy_ha": -572.8520,
  "gap_ev": 10.06,
  "de_lowest_ev": 4.005,
  "lumo_energy_ha": -0.141,
  "total_charge": 1,
  "homo_ev": -13.90,
  "fmax_ev_per_a": 6.86
}


Entry 5:
{
  "formula": "C3H5NO2",
  "method": "ωB97M-V with the def2-TZVPD basis set",
  "symbols": ["O", "C", "C", "C", "N", "O", "H", "H", "H", "H", "H"],
  "positions_angstrom": [[2.202342, -0.448621, -0.440008], [1.042224, -0.446769, -0.107975], [0.098915, -0.708814, 1.122924], [-0.943192, 0.293883, 0.361036], [-0.018210, 0.147851, -0.835898], [0.176538, 1.223860, -1.613796], [-0.196944, -1.753485, 1.201162], [0.348194, -0.330099, 2.158169], [-1.937948, -0.101717, -0.041781], [-1.052036, 1.373864, 0.694855], [0.280118, 0.750048, -2.498688]],
  "forces_ev_per_angstrom": [[-0.9, -0.7, 0.8], [0.1, 1.9, -0.4], [-0.9, 1.3, 0.1], [0.0, -1.2, -1.8], [-0.6, -1.5, 3.5], [0.8, -0.2, -3.4], [-0.2, 0.1, 0.0], [0.3, -0.4, -1.4], [1.1, 0.5, 1.4], [0.5, -1.5, -0.1], [-0.2, 1.7, 1.2]],
  "nbo_charge": [-0.551, 0.660, -0.516, -0.247, -0.194, -0.533, 0.237, 0.245, 0.206, 0.212, 0.482],
  "energy_ha": -322.4516,
  "gap_ev": 10.16,
  "de_lowest_ev": 3.340,
  "lumo_energy_ha": 0.031,
  "homo_ev": -9.32,
  "smiles": "O=C1CCN1O",
  "fmax_ev_per_a": 3.80
}


Entry 6:
{
  "formula": "C2H13N2O2",
  "method": "ωB97M-V with the def2-TZVPD basis set",
  "symbols": ["C", "N", "C", "N", "H", "H", "H", "H", "H", "H", "H", "H", "H", "H", "H", "O", "H", "H", "O"],
  "positions_angstrom": [[-0.227143, -1.156563, 1.353186], [0.045570, 0.112101, 2.225354], [-0.977990, -0.546200, 0.141857], [-0.112913, 0.536986, -0.490639], [0.706278, -1.632430, 1.071889], [-1.011706, -1.725022, 1.921256], [0.939707, -0.129744, 2.880647], [-0.574262, -0.094762, 2.940678], [-1.036889, -1.433591, -0.578266], [-2.049196, -0.187479, 0.449837], [-0.695999, 1.247941, -0.834959], [0.814424, 0.385438, -0.834098], [0.143937, 1.218365, 0.345122], [3.355507, -0.224973, -0.806037], [3.169327, -1.741214, -0.728841], [2.627877, -0.903976, -0.938582], [-1.124329, 2.597408, -2.455073], [-2.241230, 1.870096, -3.280304], [-1.750965, 1.807613, -2.383029]],
  "forces_ev_per_angstrom": [[-1.0, 3.0, -0.7], [4.2, -6.3, 2.1], [-0.6, -2.2, -1.2], [-0.4, 1.8, 6.0], [0.1, 0.0, 0.1], [0.8, 0.2, -0.2], [-1.0, 2.1, -2.3], [-3.2, 1.7, 2.1], [-0.4, 1.6, 0.6], [2.2, -0.2, -0.9], [-1.4, 0.8, -3.1], [0.7, -1.1, -1.5], [-0.1, -1.7, -1.3], [-1.2, -0.9, -0.4], [-1.4, 1.5, -0.7], [2.4, -0.4, 1.3], [-1.4, -1.3, -0.1], [1.0, -0.3, 2.2], [0.5, 1.9, -2.0]],
  "nbo_charge": [-0.261, -0.282, -0.264, -0.679, 0.288, 0.317, 0.465, 0.408, 0.299, 0.295, 0.487, 0.491, 0.411, 0.498, 0.516, -1.003, 0.486, 0.535, -1.006],
  "s2": 0.754,
  "energy_ha": -343.1586,
  "gap_ev": [10.99, 4.15],
  "spin_multiplicity": 2,
  "de_lowest_ev": 3.642,
  "lumo_energy_ha": [-0.282, -0.533],
  "total_charge": 2,
  "homo_ev": [-18.65, -18.65],
  "fmax_ev_per_a": 7.85
}


Entry 7:
{
  "formula": "C8H13N2O",
  "method": "ωB97M-V with the def2-TZVPD basis set",
  "symbols": ["C", "C", "C", "C", "C", "C", "C", "C", "N", "N", "O", "H", "H", "H", "H", "H", "H", "H", "H", "H", "H", "H", "H", "H"],
  "positions_angstrom": [[-1.419684, -0.866030, -3.585021], [-2.298174, -1.855717, -1.690526], [-0.590817, -0.066669, -2.831286], [-1.368370, -1.153317, -0.944043], [2.911172, 0.790086, 1.596475], [0.693894, 1.399132, 0.560426], [-0.543985, -0.060869, 2.637090], [1.427551, 0.634118, 1.595101], [-2.321754, -1.661208, -2.968281], [-0.539901, -0.239401, -1.495049], [0.914589, -0.017770, 2.575645], [-1.345492, -0.732949, -4.680607], [-3.021214, -2.648161, -1.417790], [0.109651, 0.625642, -3.323217], [-1.154292, -1.246552, 0.134140], [3.233689, 0.903986, 0.652607], [3.417167, -0.014824, 1.987300], [3.242468, 1.636480, 2.185899], [1.417469, 1.984666, 0.000655], [0.057886, 0.701269, -0.121802], [0.102147, 2.134521, 1.106668], [-1.143624, 0.615246, 1.992063], [-0.797451, 0.129886, 3.701783], [-0.982926, -0.991562, 2.331770]],
  "forces_ev_per_angstrom": [[-0.7, 0.5, 0.3], [-0.3, -0.7, 0.5], [0.7, -0.4, 0.6], [1.5, 1.1, 0.9], [-2.0, 0.1, 2.1], [-0.1, -0.8, 0.7], [-1.7, 0.7, 1.2], [0.9, 1.1, 0.3], [0.6, 0.2, -3.5], [-1.0, -0.7, -0.6], [-0.8, 0.5, -1.8], [-0.7, -0.6, 0.7], [0.6, 0.8, 0.8], [-0.4, -0.2, 0.5], [-0.7, -0.4, -0.5], [1.1, 0.7, -3.4], [0.9, -2.1, 1.2], [-0.4, 0.5, 0.2], [0.0, -0.3, -0.3], [0.8, 1.0, 0.5], [-0.6, -0.1, -0.1], [1.3, 0.3, 0.4], [0.2, -0.2, -0.8], [0.7, -1.1, 0.2]],
  "nbo_charge": [0.012, -0.002, 0.003, 0.002, -0.709, -0.803, -0.306, 0.744, -0.348, -0.443, -0.369, 0.223, 0.234, 0.215, 0.177, 0.246, 0.261, 0.291, 0.259, 0.345, 0.277, 0.223, 0.243, 0.225],
  "energy_ha": -497.0481,
  "gap_ev": 8.17,
  "de_lowest_ev": 2.797,
  "lumo_energy_ha": -0.170,
  "total_charge": 1,
  "homo_ev": -12.80,
  "fmax_ev_per_a": 3.65
}


Entry 8:
{
  "formula": "C3H11N2O",
  "method": "ωB97M-V with the def2-TZVPD basis set",
  "symbols": ["C", "N", "C", "C", "O", "N", "H", "H", "H", "H", "H", "H", "H", "H", "H", "H", "H"],
  "positions_angstrom": [[-1.609202, -0.989104, 0.349073], [-0.922578, -0.152850, -0.624278], [0.378181, 0.473605, 0.007863], [0.327778, 1.963242, -0.164565], [1.483143, -0.231036, -0.557050], [1.874433, -1.120432, 0.378133], [-0.757099, -1.536804, 0.801209], [-2.154434, -0.509841, 1.151729], [-2.344617, -1.701864, -0.145287], [-0.686729, -0.815301, -1.461798], [-1.666474, 0.435980, -1.076991], [0.414588, 0.084958, 1.165268], [0.539451, 2.594848, 0.754172], [1.081170, 2.229058, -0.969021], [-0.646277, 2.300470, -0.506249], [1.829329, -2.107126, 0.219249], [2.859333, -0.917795, 0.678539]],
  "forces_ev_per_angstrom": [[-0.3, -3.0, 0.6], [-0.9, -0.9, -2.7], [-0.1, -1.0, 2.4], [1.4, 1.4, -0.6], [-1.8, 1.6, -1.1], [3.1, -0.9, 3.6], [-1.0, -0.3, 0.0], [0.2, 0.8, -0.2], [1.1, 0.9, 0.5], [0.2, 1.5, 1.9], [1.3, 0.4, 0.7], [-0.6, 1.2, -2.9], [0.0, -1.2, -1.0], [-0.9, -0.1, 0.9], [-0.1, 0.0, -0.1], [-0.4, -0.4, -1.4], [-1.3, 0.0, -0.6]],
  "nbo_charge": [-0.441, -0.560, 0.246, -0.693, -0.367, -0.568, 0.232, 0.248, 0.243, 0.456, 0.443, 0.254, 0.272, 0.266, 0.226, 0.369, 0.375],
  "energy_ha": -305.2937,
  "gap_ev": 10.67,
  "de_lowest_ev": 4.327,
  "lumo_energy_ha": -0.123,
  "total_charge": 1,
  "homo_ev": -14.01,
  "smiles": "C[NH2+][C@H](C)ON",
  "fmax_ev_per_a": 4.79
}


Entry 9:
{
  "formula": "C5H5NO",
  "method": "ωB97M-V with the def2-TZVPD basis set",
  "symbols": ["N", "C", "C", "O", "C", "C", "C", "H", "H", "H", "H", "H"],
  "positions_angstrom": [[1.548978, 2.160583, -1.402530], [1.236635, 1.105039, -1.048810], [0.814490, -0.235491, -0.595998], [1.225987, -0.574563, 0.721781], [-0.044497, -0.881955, 1.312026], [-0.902114, 0.322205, 0.976098], [-0.680176, -0.380644, -0.318057], [1.204879, -0.983778, -1.295003], [-0.600429, -1.550748, 0.260850], [-1.921060, 0.268603, 1.354135], [-0.428895, 1.293462, 1.101558], [-1.453793, -0.542708, -1.066053]],
  "forces_ev_per_angstrom": [[-0.3, -1.0, 0.3], [0.3, 0.9, -0.3], [0.0, 0.0, -0.1], [0.1, 0.0, 0.1], [-0.1, 0.1, 0.2], [-0.1, 0.1, 0.1], [-0.2, 0.1, -0.3], [0.0, 0.1, 0.1], [0.0, -0.1, -0.1], [0.2, 0.0, -0.1], [0.0, -0.1, 0.0], [0.1, 0.0, 0.1]],
  "nbo_charge": [-0.279, 0.245, -0.013, -0.520, 0.162, -0.508, -0.312, 0.230, 0.251, 0.238, 0.243, 0.261],
  "energy_ha": -323.3307,
  "gap_ev": 9.68,
  "de_lowest_ev": 5.142,
  "lumo_energy_ha": 0.017,
  "homo_ev": -9.23,
  "fmax_ev_per_a": 1.12
}


Entry 10:
{
  "formula": "CF2O3S",
  "method": "ωB97M-V with the def2-TZVPD basis set",
  "symbols": ["C", "O", "O", "O", "F", "F", "S"],
  "positions_angstrom": [[1.898597, 0.198327, 0.266646], [1.979857, -0.817690, -0.210006], [1.876040, 1.302044, 0.662533], [-0.514268, -1.194084, -0.287151], [-1.783964, 0.341874, 1.111851], [-1.660653, 0.764348, -1.258818], [-1.795609, -0.594819, -0.285056]],
  "forces_ev_per_angstrom": [[0.3, 4.4, 1.0], [0.5, -3.3, -1.1], [-0.3, -1.0, 0.1], [-0.6, -0.3, -0.2], [-0.3, -1.1, -1.7], [-0.3, -1.7, 1.1], [0.6, 3.1, 0.8]],
  "nbo_charge": [1.022, -0.487, -0.536, -0.838, -0.507, -0.505, 1.850],
  "energy_ha": -861.7669,
  "gap_ev": 12.28,
  "de_lowest_ev": 0.119,
  "lumo_energy_ha": -0.007,
  "homo_ev": -12.46,
  "fmax_ev_per_a": 4.56
}